# 1
Density functional theory data (ωB97M-V/def2-TZVPD) for C15H18ClNO2 in the gas phase.

The relative energy (zero: lowest compared OMol25 entry of this formula, charge and spin) comes out at 0.00 kcal per mole. As for the LUMO energy: 0.007 eV. The orbital gap is 8.79 eV. The SMILES is C[C@@H]1CN(C(=O)/C=C/c2ccccc2Cl)C[C@H](C)O1.

```
! wB97M-V def2-TZVPD RIJCOSX def2/J DEFGRID3
* xyz 0 1
C -4.688 -1.958 -0.417
C -3.363 -1.211 -0.440
C -2.578 -1.407 0.865
N -1.375 -0.599 0.850
C -0.174 -1.215 0.647
O -0.096 -2.426 0.517
C 1.030 -0.357 0.675
C 2.159 -0.779 0.098
C 3.433 -0.083 0.078
C 3.539 1.278 0.378
C 4.752 1.934 0.350
C 5.906 1.244 0.017
C 5.836 -0.103 -0.290
C 4.614 -0.756 -0.263
Cl 4.591 -2.443 -0.642
C -1.665 0.796 0.620
C -2.469 0.947 -0.687
C -2.881 2.393 -0.925
O -3.642 0.165 -0.634
H -4.511 -3.024 -0.304
H -5.225 -1.779 -1.344
H -5.297 -1.603 0.409
H -2.738 -1.571 -1.276
H -2.283 -2.450 0.980
H -3.197 -1.095 1.712
H 0.984 0.564 1.236
H 2.129 -1.743 -0.394
H 2.645 1.830 0.624
H 4.800 2.987 0.586
H 6.859 1.750 -0.007
H 6.725 -0.654 -0.552
H -0.752 1.383 0.547
H -2.272 1.170 1.454
H -1.834 0.591 -1.519
H -3.495 2.741 -0.099
H -3.465 2.459 -1.838
H -2.002 3.026 -1.015
*
```

# 2
Density functional theory data (ωB97M-V/def2-TZVPD) for C15H18CoF5N4O4SSe2Te2 as an isolated structure in a non-equilibrium geometry.

As for the expectation value of S²: 6.017. As for the LUMO energy (spin up / spin down): -1.175 / -1.487 eV. The orbital gap (spin up / spin down) is 5.88 / 5.86 eV.

```
! wB97M-V def2-TZVPD RIJCOSX def2/J DEFGRID3
* xyz 0 5
Co -2.350 -1.777 -0.137
Se -2.652 -2.220 3.933
Te -4.436 -3.815 3.769
Te -4.988 -3.977 1.104
Se -2.665 -4.039 0.325
C -2.190 -1.776 -5.009
C -1.754 -2.837 -4.234
C -1.976 -2.805 -2.872
N -2.551 -1.773 -2.248
C -2.976 -0.758 -2.997
C -2.837 -0.729 -4.375
H -2.027 -1.767 -6.075
H -1.244 -3.678 -4.671
H -1.678 -3.649 -2.259
H -3.446 0.067 -2.486
H -3.223 0.106 -4.935
C 4.879 5.081 2.223
C 3.753 4.323 1.554
S 3.981 2.538 1.870
O 3.467 2.224 3.176
O 5.336 2.171 1.588
C 2.886 1.689 0.660
C 2.773 0.246 1.131
N 1.673 -0.456 0.508
C 0.427 -0.605 1.010
N -0.342 -1.301 0.170
C 0.428 -1.618 -0.892
C 1.687 -1.091 -0.715
N 2.769 -1.192 -1.608
O 2.567 -1.844 -2.618
O 3.815 -0.624 -1.343
C 0.048 -0.097 2.343
H 4.798 6.148 2.027
H 5.836 4.726 1.847
H 4.850 4.913 3.296
H 3.765 4.454 0.476
H 2.781 4.578 1.965
H 3.347 1.757 -0.322
H 1.928 2.203 0.684
H 2.627 0.239 2.213
H 3.705 -0.272 0.893
H 0.083 -2.198 -1.726
H 0.485 -0.730 3.118
H -1.028 -0.138 2.469
H 0.398 0.921 2.500
F -3.095 0.422 1.845
C -3.386 -0.207 0.650
F -3.074 0.778 -0.302
C -4.912 -0.337 0.626
F -5.592 0.806 0.521
F -5.311 -1.115 -0.412
F -5.362 -0.962 1.735
*
```

# 3
Density functional theory data (ωB97M-V/def2-TZVPD) for an isolated ion of composition C15H18FN2O and charge +1.

As for the LUMO energy: -4.673 eV. The orbital gap is 7.01 eV. The SMILES is CCCOc1n[nH+]cc(CCc2ccccc2)c1F.

```
! wB97M-V def2-TZVPD RIJCOSX def2/J DEFGRID3
* xyz 1 1
C -2.119 1.412 5.790
C -2.071 0.537 4.533
C -2.674 1.206 3.296
O -1.725 1.328 2.198
C -1.684 0.385 1.297
N -2.107 -0.833 1.556
N -2.011 -1.706 0.562
C -1.508 -1.478 -0.636
C -1.011 -0.209 -0.978
C -0.426 0.058 -2.337
C 0.939 0.767 -2.327
C 2.123 -0.061 -2.802
C 2.111 -1.438 -2.971
C 3.248 -2.112 -3.378
C 4.415 -1.424 -3.619
C 4.443 -0.050 -3.449
C 3.306 0.619 -3.046
C -1.130 0.725 0.020
F -0.763 1.979 -0.152
H -2.243 0.791 6.675
H -1.177 1.943 5.925
H -2.933 2.132 5.751
H -2.585 -0.410 4.701
H -1.041 0.271 4.288
H -3.567 0.697 2.939
H -2.945 2.236 3.514
H -2.361 -2.629 0.792
H -1.495 -2.301 -1.337
H -0.347 -0.902 -2.843
H -1.163 0.629 -2.906
H 0.870 1.641 -2.973
H 1.185 1.134 -1.329
H 1.217 -2.017 -2.777
H 3.228 -3.186 -3.506
H 5.310 -1.943 -3.934
H 5.350 0.514 -3.624
H 3.339 1.694 -2.911
*
```

# 4
Density functional theory data (ωB97M-V/def2-TZVPD) for C15H18I2N4O4Pd as an isolated structure in a non-equilibrium geometry.

The relative energy (zero: lowest compared OMol25 entry of this formula, charge and spin) comes out at 0.00 kcal per mole. As for the LUMO energy: -2.282 eV. The orbital gap is 5.57 eV.

```
! wB97M-V def2-TZVPD RIJCOSX def2/J DEFGRID3
* xyz 0 1
Pd -0.265 -0.894 2.578
N -2.775 0.179 2.905
C -2.330 1.523 2.515
C -0.975 1.889 3.130
O -0.855 2.968 3.703
N 0.029 0.997 2.984
C 1.129 1.033 3.946
C 0.794 -0.025 5.006
O 1.143 0.061 6.158
O 0.072 -1.032 4.523
H -3.624 -0.064 2.410
H -2.990 0.154 3.896
H -3.016 2.311 2.831
H -2.262 1.537 1.426
H 1.239 2.008 4.411
H 2.062 0.722 3.473
I -0.837 -3.419 2.334
I 1.285 -4.917 1.438
C 0.101 1.052 -3.868
N 0.159 1.041 -2.419
N 0.074 -0.126 -1.683
C -0.122 0.197 -0.353
O -0.230 -0.707 0.499
C -0.172 1.618 -0.298
C -0.034 2.080 -1.579
C -0.103 3.473 -2.098
C 0.583 -1.365 -2.161
C 1.823 -1.414 -2.784
C 2.326 -2.637 -3.201
C 1.590 -3.797 -3.001
C 0.350 -3.735 -2.381
C -0.156 -2.519 -1.947
H 0.044 0.029 -4.227
H 0.993 1.520 -4.284
H -0.779 1.595 -4.211
H -0.238 2.208 0.598
H -0.103 4.174 -1.268
H -1.019 3.622 -2.674
H 0.743 3.692 -2.751
H 2.395 -0.505 -2.925
H 3.298 -2.683 -3.672
H 1.987 -4.752 -3.317
H -0.229 -4.637 -2.232
H -1.102 -2.455 -1.428
*
```

# 5
Density functional theory data (ωB97M-V/def2-TZVPD) for C15H18N2O4S in the gas phase.

The relative energy (zero: lowest compared OMol25 entry of this formula, charge and spin) comes out at 80.52 kcal per mole. As for the LUMO energy: 0.461 eV. The orbital gap is 8.42 eV. The SMILES is COc1cc(C(=O)CSc2nccn2C)cc(OC)c1OC.

```
! wB97M-V def2-TZVPD RIJCOSX def2/J DEFGRID3
* xyz 0 1
C 3.843 2.471 -0.660
O 2.576 2.390 -0.045
C 1.972 1.200 0.202
C 0.792 1.312 0.936
C 0.030 0.204 1.258
C -1.218 0.423 2.032
O -1.353 1.334 2.815
C -2.279 -0.682 2.017
S -2.649 -1.397 0.391
C -2.561 0.097 -0.486
N -2.191 1.214 0.082
C -2.207 2.152 -0.901
C -2.599 1.578 -2.073
N -2.830 0.251 -1.801
C -3.234 -0.764 -2.731
C 0.457 -1.060 0.858
C 1.621 -1.196 0.121
O 2.080 -2.397 -0.345
C 1.303 -3.548 -0.120
C 2.401 -0.069 -0.213
O 3.538 -0.205 -0.987
C 4.574 -1.007 -0.452
H 4.615 1.980 -0.061
H 4.059 3.538 -0.716
H 3.836 2.043 -1.664
H 0.466 2.290 1.248
H -1.949 -1.510 2.646
H -3.202 -0.269 2.425
H -1.940 3.166 -0.690
H -2.738 1.983 -3.054
H -4.035 -0.387 -3.368
H -3.591 -1.630 -2.174
H -2.394 -1.068 -3.359
H -0.111 -1.934 1.125
H 0.297 -3.443 -0.537
H 1.234 -3.786 0.946
H 1.824 -4.355 -0.634
H 4.863 -0.660 0.546
H 5.414 -0.889 -1.135
H 4.288 -2.058 -0.400
*
```

# 6
Density functional theory data (ωB97M-V/def2-TZVPD) for C15H18N2O4S in the gas phase.

The relative energy (zero: lowest compared OMol25 entry of this formula, charge and spin) comes out at 34.64 kcal per mole. As for the LUMO energy: 0.596 eV. The orbital gap is 9.58 eV. The SMILES is COC(=O)c1cc(S(=O)(=O)Nc2cccc(C)c2C)cn1C.

```
! wB97M-V def2-TZVPD RIJCOSX def2/J DEFGRID3
* xyz 0 1
C 3.222 -3.724 0.870
O 2.057 -2.914 0.899
C 0.990 -3.405 0.249
O 1.004 -4.459 -0.347
C -0.154 -2.507 0.359
C -0.249 -1.301 1.038
C -1.548 -0.831 0.839
S -2.258 0.653 1.478
O -3.644 0.405 1.751
O -1.417 1.156 2.523
N -2.239 1.692 0.141
C -1.130 2.580 0.098
C -1.177 3.780 0.795
C -0.085 4.625 0.793
C 1.058 4.264 0.103
C 1.116 3.073 -0.606
C 2.360 2.706 -1.357
C 0.008 2.219 -0.622
C 0.038 0.958 -1.430
C -2.208 -1.756 0.055
N -1.366 -2.762 -0.233
C -1.690 -3.917 -1.023
H 3.981 -3.182 1.427
H 3.024 -4.692 1.336
H 3.546 -3.891 -0.159
H 0.517 -0.824 1.612
H -3.125 2.179 0.143
H -2.071 4.035 1.345
H -0.120 5.556 1.337
H 1.918 4.918 0.113
H 2.719 1.725 -1.050
H 3.145 3.436 -1.176
H 2.166 2.669 -2.429
H 0.734 0.238 -1.001
H 0.362 1.173 -2.448
H -0.951 0.511 -1.460
H -3.223 -1.734 -0.286
H -1.034 -3.980 -1.891
H -2.726 -3.847 -1.349
H -1.551 -4.827 -0.438
*
```

Number 1: electronic energy -1247.81733 Eh. Number 2: electronic energy -8721.50270 Eh. Number 3: electronic energy -866.72321 Eh. Number 4: electronic energy -1825.64381 Eh. Number 5: electronic energy -1390.98252 Eh. Number 6: electronic energy -1391.05565 Eh.